No. 1
# C38H40F11N5O4P2PbS3

A structure of composition C38H40F11N5O4P2PbS3 (ωB97M-V with the def2-TZVPD basis set, the Open Molecules 2025 dataset).

Cartesian coordinates (Å):
Pb: 0.454 -0.136 -0.380
C: -0.503 4.602 -2.564
C: 0.142 3.263 -2.183
C: 1.207 3.508 -1.107
P: -0.949 1.896 -1.588
C: -2.129 1.282 -2.885
C: -3.371 0.690 -2.221
C: -2.505 2.296 -3.966
C: -1.978 2.550 -0.229
C: -2.835 3.619 -0.462
C: -3.739 4.083 0.489
C: -4.631 5.262 0.214
C: -3.813 3.402 1.707
C: -2.963 2.357 1.982
C: -1.971 1.942 1.059
N: -1.076 0.941 1.358
C: -0.716 0.646 2.660
C: -0.589 1.616 3.676
C: -0.142 1.262 4.928
C: 0.206 -0.056 5.239
C: 0.640 -0.433 6.628
C: 0.122 -1.015 4.235
C: -0.329 -0.693 2.962
P: -0.633 -1.832 1.588
C: -2.407 -2.382 1.824
C: -3.394 -1.559 1.001
C: -2.833 -2.407 3.293
C: 0.340 -3.403 1.615
C: 1.735 -3.178 1.022
C: 0.434 -4.155 2.945
H: 0.252 5.190 -3.090
H: -0.793 5.158 -1.671
H: -1.364 4.514 -3.223
H: 0.622 2.818 -3.058
H: 0.754 3.664 -0.123
H: 1.773 4.407 -1.363
H: 1.917 2.690 -1.050
H: -1.554 0.483 -3.356
H: -3.994 1.468 -1.775
H: -3.101 -0.025 -1.444
H: -3.964 0.163 -2.972
H: -3.072 3.136 -3.559
H: -3.145 1.794 -4.698
H: -1.627 2.664 -4.497
H: -2.838 4.086 -1.439
H: -4.761 5.428 -0.855
H: -4.189 6.166 0.641
H: -5.610 5.127 0.671
H: -4.561 3.690 2.438
H: -3.068 1.810 2.911
H: -0.789 2.656 3.450
H: -0.037 2.032 5.686
H: 1.065 0.420 7.158
H: 1.381 -1.233 6.606
H: -0.216 -0.792 7.205
H: 0.407 -2.034 4.461
H: -2.404 -3.401 1.434
H: -3.416 -0.515 1.325
H: -4.398 -1.972 1.123
H: -3.144 -1.590 -0.057
H: -2.852 -1.399 3.717
H: -2.177 -3.020 3.912
H: -3.842 -2.821 3.361
H: -0.243 -4.013 0.916
H: 2.328 -2.509 1.650
H: 1.702 -2.768 0.011
H: 2.261 -4.134 0.963
H: 1.164 -3.679 3.604
H: 0.785 -5.171 2.756
H: -0.525 -4.230 3.459
F: 2.799 2.283 6.634
C: 2.787 1.962 5.349
C: 2.476 2.916 4.398
F: 2.183 4.159 4.783
C: 2.440 2.569 3.065
F: 2.117 3.515 2.191
C: 2.716 1.270 2.624
S: 2.823 0.902 0.930
C: 2.997 0.329 3.617
F: 3.226 -0.938 3.294
C: 3.041 0.661 4.955
F: 3.302 -0.272 5.871
F: 2.162 -2.057 -5.668
C: 1.409 -1.963 -4.586
F: 0.165 -1.653 -4.946
F: 1.397 -3.131 -3.949
S: 2.023 -0.637 -3.419
O: 2.159 -1.294 -2.126
O: 0.987 0.376 -3.448
N: 3.378 -0.260 -4.110
S: 4.014 1.129 -3.642
O: 5.435 1.139 -3.724
O: 3.376 1.634 -2.452
C: 3.467 2.279 -5.006
F: 2.287 1.911 -5.512
F: 4.366 2.290 -5.984
F: 3.343 3.519 -4.518
N: -0.982 -1.578 -1.576
C: -1.372 -2.597 -1.983
C: -1.911 -3.816 -2.345
C: -2.088 -4.198 -3.703
N: -2.239 -4.505 -4.805
C: -2.249 -4.678 -1.266
N: -2.496 -5.320 -0.336

- Kohn-Sham gap (alpha / beta): 0.1846 / 0.1768 Ha
- Energy relative to the best compared isomer or geometry (same formula, charge and spin): 30.5 kJ/mol
- E_LUMO (alpha / beta): -3.213 / -3.199 eV
- Maximum force: 0.58 eV/A
- DFT total energy: -141916.0324 eV
- HOMO level (alpha / beta): -8.24 / -8.01 eV

Löwdin population analysis, charges in e, atoms 1 to 6:
1 Pb 1.09
2 C -0.10
3 C -0.50
4 C -0.13
5 P 1.03
6 C -0.51


No. 2
# C38H40IrN4OPS2

A structure of composition C38H40IrN4OPS2 in a non-equilibrium geometry (ωB97M-V with the def2-TZVPD basis set, the Open Molecules 2025 dataset).

Cartesian coordinates (Å):
Ir: -0.481 -0.131 -1.259
C: 1.894 3.589 0.493
C: 1.403 2.546 -0.482
N: 0.597 1.556 -0.031
N: 0.418 1.492 1.263
C: -0.298 0.620 1.904
S: -1.487 -0.515 1.156
S: -0.334 0.614 3.648
C: -0.856 2.358 3.977
C: -2.315 2.503 3.681
C: -2.739 2.903 2.418
C: -4.092 2.959 2.117
C: -5.034 2.615 3.075
C: -4.618 2.210 4.336
C: -3.267 2.154 4.636
C: 1.865 2.632 -1.840
C: 2.875 3.548 -2.156
C: 3.374 3.708 -3.445
C: 2.882 2.949 -4.510
C: 1.909 2.020 -4.256
C: 1.381 1.821 -2.951
O: 0.472 0.931 -2.820
H: 1.325 3.526 1.413
H: 1.775 4.588 0.071
H: 2.947 3.442 0.747
H: -0.227 2.979 3.343
H: -0.616 2.526 5.025
H: -2.000 3.186 1.675
H: -4.415 3.280 1.134
H: -6.089 2.676 2.842
H: -5.350 1.935 5.084
H: -2.936 1.834 5.618
H: 3.298 4.159 -1.374
H: 4.159 4.432 -3.617
H: 3.257 3.092 -5.514
H: 1.507 1.397 -5.045
C: 3.824 -4.691 -2.649
C: 2.664 -4.186 -3.215
C: 1.872 -3.299 -2.501
C: 2.231 -2.921 -1.210
C: 3.403 -3.428 -0.647
C: 4.195 -4.309 -1.366
P: 1.174 -1.744 -0.305
C: 2.412 -1.015 0.817
C: 2.510 -1.351 2.162
C: 3.504 -0.786 2.949
C: 4.400 0.113 2.397
C: 4.322 0.431 1.047
C: 3.337 -0.134 0.258
C: 0.160 -2.776 0.809
C: 0.414 -4.129 1.018
C: -0.388 -4.880 1.864
C: -1.460 -4.290 2.517
C: -1.737 -2.947 2.315
C: -0.941 -2.194 1.460
H: 4.445 -5.380 -3.205
H: 2.381 -4.477 -4.219
H: 0.975 -2.886 -2.948
H: 3.695 -3.134 0.353
H: 5.105 -4.693 -0.925
H: 1.818 -2.054 2.608
H: 3.574 -1.059 3.993
H: 5.166 0.560 3.017
H: 5.041 1.112 0.607
H: 3.286 0.104 -0.799
H: 1.250 -4.594 0.512
H: -0.171 -5.928 2.022
H: -2.083 -4.873 3.181
H: -2.567 -2.469 2.820
N: -1.914 -1.928 -2.009
C: -3.333 -1.538 -2.174
C: -3.440 -0.262 -3.017
C: -4.257 0.849 -2.355
C: -3.702 1.277 -1.000
N: -2.267 1.611 -1.077
H: -1.546 -2.219 -2.910
H: -1.846 -2.732 -1.391
H: -3.729 -1.370 -1.173
H: -3.913 -2.344 -2.630
H: -3.867 -0.483 -3.995
H: -2.429 0.119 -3.186
H: -5.293 0.532 -2.218
H: -4.267 1.714 -3.024
H: -3.809 0.480 -0.264
H: -4.287 2.126 -0.634
H: -1.987 2.065 -0.212
H: -2.110 2.280 -1.826

- Kohn-Sham gap (alpha / beta): 0.2197 / 0.1930 Ha
- ⟨S²⟩: 8.799
- Spin multiplicity: 6
- Total charge: +1
- E_LUMO (alpha / beta): -1.931 / -5.064 eV
- Maximum force: 1.02 eV/A
- DFT total energy: -81852.6353 eV
- HOMO level (alpha / beta): -7.91 / -10.32 eV

Löwdin population analysis, charges in e, atoms 1 to 6:
1 Ir 1.03
2 C -0.04
3 C -0.27
4 N -0.09
5 N -0.07
6 C -0.92


No. 3
# C38H41ClCsN4O4Sb

A structure of composition C38H41ClCsN4O4Sb (ωB97M-V with the def2-TZVPD basis set, the Open Molecules 2025 dataset).

Cartesian coordinates (Å):
Cs: 0.202 -0.782 -0.212
O: 1.019 0.994 -2.316
C: 2.121 1.559 -1.979
C: 3.215 1.646 -2.894
C: 4.454 2.111 -2.517
C: 4.690 2.554 -1.214
C: 3.637 2.526 -0.314
C: 2.369 2.063 -0.661
C: 1.315 2.071 0.382
N: 1.617 1.869 1.603
C: 0.610 2.048 2.651
C: -0.704 1.265 2.577
N: -0.520 -0.180 2.584
C: -0.944 -0.833 3.582
C: -0.882 -2.284 3.796
C: -1.013 -2.705 5.121
C: -0.941 -4.032 5.506
C: -0.739 -4.986 4.504
C: -0.636 -4.619 3.183
C: -0.723 -3.259 2.743
O: -0.696 -2.968 1.504
H: 3.040 1.284 -3.902
H: 5.260 2.129 -3.247
H: 5.664 2.927 -0.920
H: 3.773 2.869 0.706
H: 0.286 2.284 0.065
H: 0.325 3.104 2.687
H: 1.100 1.798 3.597
H: -1.247 1.552 1.676
H: -1.311 1.582 3.440
H: -1.398 -0.276 4.424
H: -1.169 -1.939 5.877
H: -1.036 -4.320 6.545
H: -0.671 -6.037 4.770
H: -0.494 -5.364 2.408
Cl: -4.316 6.246 -3.640
C: -3.539 5.496 -2.251
C: -3.110 6.305 -1.182
C: -2.504 5.746 -0.097
C: -2.258 4.318 0.030
O: -1.688 3.851 1.035
C: -2.736 3.529 -1.091
C: -2.636 2.086 -1.162
O: -2.233 1.304 -0.318
C: -3.347 4.145 -2.197
H: -3.265 7.377 -1.234
H: -2.165 6.364 0.727
H: -3.007 1.677 -2.130
H: -3.672 3.520 -3.023
N: 1.592 -1.559 -3.415
C: 2.872 -2.039 -3.482
C: 3.358 -2.748 -4.565
C: 4.687 -3.209 -4.603
C: 5.560 -2.959 -3.582
C: 5.099 -2.247 -2.446
C: 5.936 -1.912 -1.355
C: 5.428 -1.221 -0.297
C: 4.054 -0.891 -0.297
N: 3.250 -1.194 -1.280
C: 3.756 -1.825 -2.370
H: 1.094 -1.591 -4.291
H: 1.448 -0.655 -2.929
H: 2.707 -2.927 -5.413
H: 5.022 -3.755 -5.478
H: 6.591 -3.289 -3.626
H: 6.981 -2.202 -1.384
H: 6.049 -0.928 0.539
H: 3.619 -0.350 0.539
C: -5.320 -2.359 2.008
C: -3.857 -2.109 1.666
Sb: -3.114 -2.795 -0.240
C: -2.886 -4.910 0.158
C: -3.622 -5.481 1.364
C: -5.044 -2.947 -1.280
C: -5.964 -4.132 -1.004
H: -5.586 -1.879 2.955
H: -5.531 -3.425 2.115
H: -5.995 -1.965 1.246
H: -3.198 -2.549 2.416
H: -3.638 -1.039 1.663
H: -1.810 -5.022 0.292
H: -3.159 -5.435 -0.764
H: -3.363 -4.935 2.272
H: -3.355 -6.529 1.538
H: -4.706 -5.433 1.242
H: -4.782 -2.923 -2.342
H: -5.570 -2.007 -1.087
H: -5.455 -5.086 -1.162
H: -6.844 -4.126 -1.657
H: -6.326 -4.132 0.025

- Kohn-Sham gap: 0.2185 Ha
- Energy relative to the best compared isomer or geometry (same formula, charge and spin): 35.9 kJ/mol
- Total charge: -2
- E_LUMO: 3.728 eV
- Maximum force: 0.51 eV/A
- DFT total energy: -73832.0755 eV
- HOMO level: -2.22 eV

Löwdin population analysis, charges in e, atoms 1 to 6:
1 Cs 1.10
2 O -0.27
3 C -0.46
4 C -0.05
5 C -0.13
6 C -0.14


Question: What is the formula in the third record?
Answer: C38H41ClCsN4O4Sb